The following is a quantum chemistry calculation of a structure of composition C21H24F4N3O4SV, from OMol25.

The geometry in ORCA input format:
```
! RIJCOSX wB97M-V def2-TZVPD def2/J DEFGRID3
* xyz 1 2
V -0.32744 -1.27784 -0.44917
C -2.83880 -3.74148 -1.92339
C -2.36715 -3.75719 -0.48166
N -2.16081 -2.42547 0.19595
C -2.15519 -2.73365 1.66575
C -1.80558 -1.58965 2.59709
C -3.31187 -1.53415 -0.11659
C -2.92458 -0.60982 -1.24990
N -1.60318 -0.03746 -0.89993
C -1.48595 1.34841 -0.68247
C -0.40168 2.04535 -1.20776
F 0.48583 1.39468 -1.97106
C -0.23316 3.39729 -0.96271
F 0.82686 4.01336 -1.48773
C -1.14203 4.10237 -0.20143
C -2.22281 3.41799 0.32130
F -3.11650 4.05494 1.07383
C -2.39275 2.06279 0.10051
F -3.42291 1.43249 0.67898
H -2.89324 -4.77672 -2.26028
H -2.16098 -3.22105 -2.59141
H -3.84207 -3.32769 -2.03013
H -1.43434 -4.30920 -0.38728
H -3.11918 -4.28013 0.11803
H -1.45723 -3.56086 1.80802
H -3.15029 -3.12139 1.90673
H -0.75387 -1.32032 2.55660
H -2.01680 -1.90760 3.61794
H -2.39685 -0.69147 2.41581
H -3.53474 -0.93488 0.76072
H -4.19872 -2.12821 -0.34698
H -3.64560 0.19798 -1.36674
H -2.84552 -1.12494 -2.20640
H -1.01458 5.15955 -0.01853
C 4.71535 4.71600 0.78525
C 4.06362 3.36642 0.73850
C 3.65611 2.72885 1.91339
C 3.03589 1.49561 1.87704
C 2.81485 0.89966 0.63787
C 3.20989 1.50423 -0.54513
C 3.83902 2.73540 -0.48242
S 1.99212 -0.63040 0.62764
O 0.52075 -0.29972 0.99552
O 2.59344 -1.56042 1.52620
N 1.69173 -1.11044 -0.85228
C 2.30462 -2.32480 -1.37304
C 1.19498 -3.32935 -1.60517
O 1.27858 -4.48897 -1.81606
O -0.05861 -2.71032 -1.51822
H 5.05828 4.95818 1.78902
H 4.00637 5.48674 0.47656
H 5.56604 4.76457 0.10648
H 3.83803 3.20579 2.86750
H 2.73630 1.00148 2.79189
H 3.01546 1.02841 -1.49627
H 4.15628 3.21679 -1.39855
H 3.04364 -2.75180 -0.69355
H 2.79098 -2.11797 -2.32787
*
```

Orbital gap (spin up / spin down) = 7.540 / 8.218 eV
<S²> = 0.7703
E_LUMO (spin up / spin down) = -4.75 / -4.13 eV

These are the Löwdin partial charges, in e, on atoms 1 to 2: atom 1 (V): 1.143, atom 2 (C): -0.068


The following is a quantum chemistry calculation of a structure of composition C49H40Co2N2O6P, from OMol25.

The geometry in ORCA input format:
```
! RIJCOSX wB97M-V def2-TZVPD def2/J DEFGRID3
* xyz -1 1
C 0.12159 -1.62354 -0.05812
O 1.40680 -2.23963 0.20174
C 1.53501 -3.56318 0.28778
C 0.36058 -4.46170 0.36820
C -0.05340 -5.33073 -0.66757
C -1.05150 -6.27815 -0.40558
C -1.62831 -6.37104 0.86885
C -1.35356 -5.38398 1.82264
C -0.36215 -4.43592 1.58149
C 2.80251 -4.06804 0.67140
N 3.08119 -5.33109 1.13453
C 2.16161 -6.39287 1.46555
C 4.44402 -5.45432 1.36821
C 5.00876 -4.21133 1.15828
C 6.39406 -4.05576 1.12245
C 7.17833 -5.20624 1.32701
C 6.59334 -6.46948 1.52877
C 5.20046 -6.60412 1.55264
N 3.96923 -3.35145 0.81197
C 4.12352 -1.92695 0.66103
H 0.27646 -0.55348 0.10912
H -0.15131 -1.81134 -1.09976
H -0.66136 -1.98669 0.63114
H 0.40685 -5.22380 -1.65586
H -1.36911 -6.96397 -1.19808
H -2.36094 -7.15299 1.09288
H -1.87635 -5.37278 2.78291
H -0.08982 -3.68568 2.33095
H 2.75382 -7.15551 1.98332
H 1.38084 -6.02826 2.14896
H 1.71953 -6.80856 0.55109
H 6.83244 -3.08022 0.91679
H 8.26707 -5.13961 1.31945
H 7.22249 -7.35409 1.64751
H 4.70141 -7.56063 1.66764
H 5.14733 -1.69634 0.97311
H 3.96301 -1.62688 -0.38273
H 3.43430 -1.37227 1.31363
O 1.92429 5.85160 -3.08737
C 1.22716 5.04228 -2.64568
Co 0.29752 3.78550 -1.83249
C 1.40820 2.43920 -1.77372
O 2.12508 1.52571 -1.72918
C 0.54417 4.61214 -0.26523
O 0.82615 5.15947 0.71540
C -1.36908 3.99976 -2.42632
C -0.77028 2.80909 -2.93564
C -0.80247 1.72364 -3.77556
C 0.25996 1.44780 -4.74765
C 0.50125 2.20707 -5.91905
C 1.63545 1.93353 -6.68552
C 2.49946 0.88874 -6.32839
C 2.17011 0.04577 -5.25904
C 1.04559 0.30862 -4.49428
Co -2.16408 2.60098 -1.37029
C -1.98923 0.89054 -1.48206
O -1.97622 -0.25169 -1.72244
C -3.74840 2.77972 -2.04988
O -4.81901 2.87516 -2.48893
P -2.39653 2.97927 0.67326
C -1.15751 2.45530 1.90508
C -1.50751 2.45614 3.26304
C -0.59282 2.02103 4.22036
C 0.67306 1.57859 3.82581
C 1.02846 1.58428 2.47508
C 0.11051 2.00855 1.51257
C -2.67984 4.75788 0.97680
C -2.02689 5.44474 2.00552
C -2.21252 6.81836 2.15424
C -3.06701 7.50904 1.28893
C -3.78023 6.81301 0.30785
C -3.56345 5.44617 0.12891
C -3.91865 2.16060 1.28973
C -4.99177 2.88679 1.82344
C -6.15128 2.21974 2.22798
C -6.24202 0.82820 2.11422
C -5.16374 0.10076 1.59748
C -4.00158 0.76193 1.19461
H -1.78860 4.87914 -2.90908
H -1.71041 1.09503 -3.79923
H -0.18785 3.01361 -6.19614
H 1.86700 2.54989 -7.55421
H 3.43784 0.73769 -6.86187
H 2.79271 -0.79856 -4.97695
H 0.74686 -0.30473 -3.64289
H -2.49819 2.79489 3.56627
H -0.87605 2.02946 5.27117
H 1.38516 1.22748 4.57266
H 2.02208 1.26483 2.15403
H 0.38458 1.98993 0.45128
H -1.38819 4.90725 2.69973
H -1.68587 7.33840 2.95432
H -3.17965 8.59032 1.38046
H -4.50762 7.32013 -0.32903
H -4.08351 4.91938 -0.67491
H -4.92567 3.97002 1.92383
H -6.98470 2.79427 2.63295
H -7.15205 0.30773 2.42322
H -5.22020 -0.98511 1.50101
H -3.16077 0.18660 0.79839
*
```

Orbital gap = 4.824 eV
E_LUMO = 2.22 eV

These are the Löwdin partial charges, in e, on atoms 1 to 2: atom 1 (C): -0.027, atom 2 (O): -0.127


The following is a quantum chemistry calculation of a cluster of 2 separate species, C5H14 in total, from OMol25.

The geometry in ORCA input format:
```
! RIJCOSX wB97M-V def2-TZVPD def2/J DEFGRID3
* xyz 0 1
C 0.00074 0.02684 -1.06888
C 0.30794 -1.24474 -1.91467
C -0.32271 1.25117 -1.89069
H -0.76249 -0.23381 -0.31956
H 0.76540 0.28444 -0.36509
H 1.30547 -1.61610 -2.14012
H -0.19267 -1.13148 -2.87100
H -0.29678 2.20802 -1.36259
H 0.49771 1.36258 -2.60860
H -0.03587 -2.04926 -1.26224
H -1.25121 1.20210 -2.44969
C -0.75740 -0.08439 2.50777
C 0.72114 0.06583 2.20142
H -1.12018 0.83071 2.99098
H -1.30591 -0.47326 1.65665
H -1.01677 -0.78309 3.32900
H 1.24382 0.88997 2.72026
H 0.92622 0.07003 1.13423
H 1.42548 -0.66463 2.63964
*
```

Orbital gap = 11.891 eV
SMILES = CCC.CC
E_LUMO = 1.12 eV

These are the Löwdin partial charges, in e, on atoms 1 to 2: atom 1 (C): -0.320, atom 2 (C): -0.092


The following is a quantum chemistry calculation of a structure of composition C3H4AuMgO4, from OMol25.

The geometry in ORCA input format:
```
! RIJCOSX wB97M-V def2-TZVPD def2/J DEFGRID3
* xyz 2 4
O -0.83545 1.74016 0.50644
C -0.67002 0.51775 -0.08356
O -1.09960 -0.57523 0.71428
C -2.47506 -0.46957 1.17499
Au -2.30841 1.47610 1.52985
H 0.43657 0.29085 -0.35159
H -2.57062 -1.20659 1.98618
H -3.14486 -0.80937 0.35977
H -1.20968 0.45811 -1.05962
O 2.96766 -1.37565 -1.14445
C 2.64014 -0.18556 -0.97491
O 3.41200 0.78178 -1.11903
Mg 4.85734 -0.64277 -1.53837
*
```

Orbital gap (spin up / spin down) = 6.964 / 6.889 eV
<S²> = 3.7664
E_LUMO (spin up / spin down) = -9.50 / -10.92 eV

These are the Löwdin partial charges, in e, on atoms 1 to 2: atom 1 (O): -0.156, atom 2 (C): -0.310


The following is a quantum chemistry calculation of a structure of composition C12H11AsBBrF6N6O5V, from OMol25.

The geometry in ORCA input format:
```
! RIJCOSX wB97M-V def2-TZVPD def2/J DEFGRID3
* xyz 1 1
V -0.06044 -0.73171 0.02960
B -1.72054 -2.50627 2.28040
N -0.79938 -1.35545 2.81724
C -0.60044 -0.97447 4.06991
C 0.24367 0.14142 4.09179
C 0.50119 0.41366 2.77118
N -0.13268 -0.50362 1.99849
N -2.48488 -1.88661 1.04502
C -3.76933 -1.95450 0.75423
C -4.01889 -1.33190 -0.48116
C -2.80322 -0.87443 -0.90238
N -1.86639 -1.23011 0.02327
H -2.54197 -2.75346 3.11302
H -1.07739 -3.44411 1.91548
H -1.08286 -1.50218 4.87606
H 0.59382 0.67617 4.95639
H 1.09956 1.18029 2.30392
H -4.44605 -2.43974 1.43816
H -4.96616 -1.23001 -0.97952
H -2.51806 -0.32372 -1.78318
Br 4.25502 2.61586 1.32908
C 2.68804 3.49244 0.69967
C 2.69364 4.86021 0.45250
C 1.52991 5.41797 -0.04806
C 0.43231 4.60116 -0.30031
C 0.56131 3.25535 -0.01593
N 1.66325 2.70778 0.49499
C -0.55225 2.30672 -0.30808
O -1.64870 2.57801 -0.67429
O -0.18697 0.99018 -0.14569
H 3.57586 5.45473 0.63894
H 1.48280 6.47831 -0.25462
H -0.49070 4.98649 -0.70930
O -0.24369 -3.86505 -0.84116
N 0.78582 -3.40552 -0.47708
O 1.91340 -3.66860 -0.69866
O 0.63274 -2.31321 0.47986
F 0.25749 -1.06361 -1.64452
As 3.90428 -0.02267 -0.55137
F 2.28768 -0.16287 0.10663
F 3.78043 -1.36132 -1.53371
F 3.30363 1.25305 -1.48398
F 5.47969 0.44727 -0.93922
F 4.43680 -0.60607 0.93683
*
```

Orbital gap = 6.399 eV
E_LUMO = -6.66 eV

These are the Löwdin partial charges, in e, on atoms 1 to 2: atom 1 (V): 1.209, atom 2 (B): -0.324


Let's list maximum force in order: 1.179; 4.244; 2.132; 8.154; 0.308 eV/A.